*P*
Formula: C2H4ClNS
Source: the Open Molecules 2025 dataset
Level of theory: wB97M-V/def2-TZVPD

Computed properties:
- charge = 0
- HOMO (eV) = -8.41
- Kohn-Sham gap (eV) = 8.37
- SMILES = C=NC=S.Cl

Positions of all 9 atoms, in Å:
Cl  3.14  0.07  -0.28
S  0.61  -1.75  0.34
N  -1.31  -0.07  0.39
C  -1.81  0.21  -0.75
C  -0.10  -0.31  0.82
H  -2.88  0.09  -0.83
H  -1.24  0.34  -1.58
H  0.35  0.31  1.46
H  3.24  1.11  0.43

Atomic partial charges in e from the Mulliken method, atoms 1 to 4: -0.23, -0.27, -0.28, -0.20

*Q*
Formula: C2H4ClNS
Source: the Open Molecules 2025 dataset
Level of theory: wB97M-V/def2-TZVPD

Computed properties:
- charge = 0
- HOMO (eV) = -9.23
- Kohn-Sham gap (eV) = 9.72
- SMILES = S/N=C\CCl

Positions of all 9 atoms, in Å:
Cl  2.25  -0.35  -0.26
S  -2.02  -0.58  0.05
N  -1.31  0.93  -0.31
C  0.81  0.16  0.76
C  -0.06  1.07  -0.02
H  0.34  2.01  -0.34
H  1.15  0.58  1.75
H  -2.82  -0.57  -1.05
H  0.18  -0.62  1.01

Atomic partial charges in e from the Mulliken method, atoms 1 to 4: -0.19, -0.18, -0.40, -0.31

*Q* is the most stable structure; the next one sits 68.4 kJ/mol above it.

*P*
Formula: C2H4ClNS
Source: the Open Molecules 2025 dataset
Level of theory: wB97M-V/def2-TZVPD

Computed properties:
- charge = 0
- HOMO (eV) = -9.07
- Kohn-Sham gap (eV) = 9.86
- SMILES = CS/C=N/Cl

Positions of all 9 atoms, in Å:
Cl  -1.72  -0.28  2.26
S  1.23  -0.60  -0.61
N  -0.68  -0.27  0.90
C  0.35  -0.98  0.83
C  0.15  0.78  -1.14
H  -0.86  0.41  -1.28
H  0.59  1.07  -2.09
H  0.21  1.59  -0.42
H  0.72  -1.71  1.54

Atomic partial charges in e from the Mulliken method, atoms 1 to 4: -0.12, -0.06, -0.36, 0.08

*Q*
Formula: C2H4ClNS
Source: the Open Molecules 2025 dataset
Level of theory: wB97M-V/def2-TZVPD

Computed properties:
- charge = 0
- HOMO (eV) = -9.42
- Kohn-Sham gap (eV) = 9.74

Positions of all 9 atoms, in Å:
Cl  -0.65  1.63  0.04
S  -3.22  -0.93  -0.25
N  0.11  0.20  -0.63
C  -2.32  -0.47  0.89
C  1.28  -0.13  0.17
H  0.92  -0.56  1.21
H  1.73  -1.01  -0.26
H  0.21  0.61  -1.55
H  1.93  0.65  0.38

Atomic partial charges in e from the Mulliken method, atoms 1 to 4: -0.12, -0.07, -0.36, 0.04

*P* is the most stable structure; the next one sits 216.0 kJ/mol above it.

*P*
Formula: C35H38N4Pt
Source: the Open Molecules 2025 dataset
Level of theory: wB97M-V/def2-TZVPD

Computed properties:
- charge = -2
- HOMO (spin up / spin down) (eV) = 1.69 / -0.02
- Kohn-Sham gap (spin up / spin down) (eV) = 2.43 / 4.14
- multiplicity = 3
- expectation value of S² = 2.05

Positions of all 78 atoms, in Å:
Pt  -0.12  0.35  -0.24
N  0.77  -2.21  -1.11
N  1.05  -2.87  2.70
N  -1.32  -0.25  1.22
N  0.19  -1.10  -2.88
C  -0.64  3.08  1.23
C  1.29  -2.39  0.43
C  0.14  -1.09  -1.49
C  2.41  -0.32  -4.55
C  0.70  -2.34  -3.30
C  -2.02  -0.98  4.61
C  -0.23  2.31  -5.31
C  1.15  1.39  2.11
C  -0.89  -4.05  3.53
C  1.31  1.98  -0.16
C  2.48  1.20  0.24
C  -2.66  -0.59  3.41
C  0.52  -2.94  1.44
C  3.62  0.90  -0.65
C  2.33  0.83  1.59
C  -4.05  -0.36  3.41
C  -1.48  -4.06  2.27
C  -2.77  -1.15  5.78
C  0.94  1.54  -5.36
C  1.05  -3.02  -2.20
C  0.04  0.04  -3.70
C  0.71  1.32  3.52
C  -4.78  -0.50  4.59
C  -1.23  1.96  -4.40
C  0.46  2.09  1.06
C  -1.91  -0.39  2.22
C  -0.42  3.46  -6.25
C  -2.24  0.45  -2.69
C  1.22  2.90  -1.33
C  -0.78  -3.50  1.21
C  -4.14  -0.90  5.77
C  3.21  -0.08  2.37
C  -1.12  0.82  -3.61
C  0.37  -3.43  3.69
C  1.10  0.42  -4.55
H  -2.46  -4.50  2.10
H  -1.15  -3.47  0.19
H  0.80  -2.59  -4.33
H  3.35  1.04  -1.70
H  -4.52  -0.05  2.48
H  -2.05  0.77  -1.65
H  -1.01  3.16  -7.13
H  1.51  -3.97  -2.05
H  1.57  2.38  -2.23
H  0.18  3.19  -1.50
H  4.48  1.56  -0.45
H  -1.43  2.67  1.87
H  -1.39  -4.48  4.40
H  1.75  1.82  -6.05
H  -0.96  4.27  -5.75
H  -2.13  2.58  -4.33
H  -3.14  0.99  -3.01
H  0.82  0.31  3.93
H  2.68  -1.01  2.65
H  3.56  0.40  3.29
H  1.82  3.81  -1.19
H  2.84  -0.44  -3.55
H  0.82  -3.41  4.69
H  2.37  -2.23  0.53
H  -0.34  1.61  3.63
H  1.31  1.99  4.16
H  -0.28  4.00  1.70
H  4.10  -0.36  1.78
H  -5.85  -0.30  4.59
H  -4.72  -1.02  6.69
H  -2.46  -0.62  -2.68
H  3.13  0.27  -5.14
H  -2.26  -1.48  6.69
H  2.34  -1.30  -5.03
H  -0.94  -1.15  4.60
H  3.97  -0.14  -0.52
H  0.54  3.83  -6.61
H  -1.08  3.34  0.26

Atomic partial charges in e from the Mulliken method, atoms 1 to 4: 1.03, 0.76, -0.40, -0.82

*Q*
Formula: C35H38N4Pt
Source: the Open Molecules 2025 dataset
Level of theory: wB97M-V/def2-TZVPD

Computed properties:
- charge = -2
- HOMO (spin up / spin down) (eV) = 1.68 / 0.13
- Kohn-Sham gap (spin up / spin down) (eV) = 2.44 / 3.99
- multiplicity = 3
- expectation value of S² = 2.05

Positions of all 78 atoms, in Å:
Pt  -0.18  0.43  -0.22
N  0.28  -1.08  -2.77
N  0.81  -2.20  -0.99
N  1.02  -2.88  2.58
N  -1.33  -0.21  1.23
C  2.47  1.24  0.23
C  -0.68  3.08  1.21
C  1.14  0.41  -4.51
C  -0.44  3.41  -6.24
C  -0.83  -3.52  1.13
C  -2.76  -1.17  5.78
C  0.10  0.05  -3.63
C  2.32  0.86  1.57
C  1.26  -2.40  0.32
C  -4.13  -0.88  5.78
C  -2.02  -1.01  4.61
C  3.21  -0.05  2.34
C  -4.76  -0.46  4.60
C  -1.88  -0.37  2.25
C  3.60  0.92  -0.66
C  -1.50  -4.09  2.19
C  -2.18  0.48  -2.60
C  0.73  -2.34  -3.18
C  0.95  1.52  -5.34
C  1.03  -3.05  -2.09
C  1.29  2.01  -0.17
C  0.47  -2.95  1.34
C  -4.03  -0.34  3.42
C  -1.08  0.81  -3.55
C  -1.20  1.93  -4.37
C  1.14  1.42  2.10
C  -0.88  -4.08  3.45
C  0.16  -1.05  -1.41
C  1.20  2.91  -1.35
C  -2.64  -0.59  3.43
C  0.36  -3.44  3.59
C  0.69  1.29  3.50
C  2.46  -0.32  -4.56
C  0.45  2.12  1.05
C  -0.22  2.27  -5.29
H  1.39  -4.06  -1.98
H  0.51  3.80  -6.62
H  -1.13  3.31  0.24
H  0.86  0.27  3.89
H  -4.49  -0.04  2.48
H  4.05  -0.39  1.71
H  2.88  -0.51  -3.56
H  0.83  -3.38  4.57
H  1.78  3.83  -1.22
H  -5.83  -0.23  4.60
H  3.32  1.04  -1.72
H  -1.96  0.85  -1.58
H  -1.04  3.09  -7.11
H  2.65  -0.94  2.69
H  3.17  0.31  -5.11
H  -2.40  -0.58  -2.53
H  2.38  -1.27  -5.10
H  -2.26  -1.51  6.69
H  -3.08  1.02  -2.93
H  0.82  -2.59  -4.22
H  -1.45  2.65  1.87
H  -0.95  -1.21  4.59
H  -1.34  -4.52  4.32
H  0.16  3.18  -1.55
H  -4.70  -0.97  6.71
H  -2.11  2.54  -4.30
H  1.25  1.97  4.17
H  2.30  -2.17  0.53
H  -0.99  4.22  -5.75
H  -1.25  -3.48  0.12
H  1.76  1.80  -6.03
H  -0.38  1.54  3.61
H  1.59  2.40  -2.25
H  3.94  -0.12  -0.50
H  -2.49  -4.53  2.06
H  3.64  0.45  3.21
H  -0.34  4.02  1.67
H  4.49  1.56  -0.49

Atomic partial charges in e from the Mulliken method, atoms 1 to 4: 1.06, 0.74, 1.14, -0.36

*Q* is the most stable structure; the next one sits 24.1 kJ/mol above it.

*P*
Formula: CH9NO4
Source: the Open Molecules 2025 dataset
Level of theory: wB97M-V/def2-TZVPD

Computed properties:
- charge = 0
- HOMO (eV) = -10.84
- Kohn-Sham gap (eV) = 11.23
- SMILES = NC=O.O.O.O

Positions of all 15 atoms, in Å:
O  2.05  -1.88  0.42
O  0.11  3.69  -1.57
O  1.10  1.55  0.02
O  -0.90  -2.70  0.13
N  -1.44  -0.57  0.37
C  -1.77  -1.85  0.00
H  1.11  0.58  -0.04
H  1.38  1.62  0.94
H  2.46  -2.34  1.16
H  -0.60  -0.39  0.90
H  -2.80  -2.10  -0.23
H  0.89  3.13  -1.60
H  1.10  -1.96  0.51
H  -0.58  3.03  -1.42
H  -2.10  0.18  0.38

Atomic partial charges in e from the Mulliken method, atoms 1 to 4: -0.63, -0.64, -0.62, -0.57

*Q*
Formula: CH9NO4
Source: the Open Molecules 2025 dataset
Level of theory: wB97M-V/def2-TZVPD

Computed properties:
- charge = 0
- HOMO (eV) = -10.07
- Kohn-Sham gap (eV) = 10.24
- SMILES = NC=O.O.O.O

Positions of all 15 atoms, in Å:
O  -2.57  -1.99  0.43
O  2.21  3.84  -2.62
O  -0.40  1.92  -2.74
O  0.84  -2.97  3.60
N  0.21  -1.22  2.24
C  1.12  -2.02  2.93
H  0.65  -0.92  1.38
H  -2.50  -2.32  -0.47
H  2.14  -1.62  2.83
H  1.62  3.08  -2.63
H  -0.12  1.59  -1.88
H  -3.26  -2.45  0.91
H  -0.64  -1.72  1.98
H  1.95  4.41  -3.36
H  -1.24  2.38  -2.61

Atomic partial charges in e from the Mulliken method, atoms 1 to 4: -0.65, -0.65, -0.66, -0.49

*P* is the most stable structure; the next one sits 7.3 kJ/mol above it.

*P*
Formula: C3H9NS
Source: the Open Molecules 2025 dataset
Level of theory: wB97M-V/def2-TZVPD

Computed properties:
- charge = 0
- HOMO (eV) = -9.24
- Kohn-Sham gap (eV) = 10.00
- SMILES = C=N.CCS

Positions of all 14 atoms, in Å:
S  0.89  1.52  0.81
N  -4.47  0.03  -0.96
C  2.20  -0.96  0.60
C  -3.33  -0.17  -0.45
C  2.35  0.54  0.35
H  2.57  0.71  -0.70
H  -2.42  0.32  -0.77
H  -3.27  -0.89  0.37
H  -4.41  0.70  -1.72
H  3.17  -1.45  0.52
H  1.73  -1.17  1.56
H  3.21  0.95  0.88
H  0.19  1.27  -0.30
H  1.57  -1.40  -0.19

Atomic partial charges in e from the Mulliken method, atoms 1 to 4: -0.18, -0.48, -0.93, -0.11

*Q*
Formula: C3H9NS
Source: the Open Molecules 2025 dataset
Level of theory: wB97M-V/def2-TZVPD

Computed properties:
- charge = 0
- HOMO (eV) = -5.71
- Kohn-Sham gap (eV) = 4.24

Positions of all 14 atoms, in Å:
S  2.84  -0.89  -0.58
N  -1.82  0.39  0.77
C  3.13  -0.14  -2.23
C  -2.62  -0.17  1.98
C  -0.54  0.28  0.49
H  2.58  -0.48  -3.19
H  -3.64  0.09  1.74
H  -2.44  0.86  0.12
H  4.26  -0.41  -2.37
H  -2.55  -1.28  1.78
H  3.17  1.03  -2.29
H  -0.24  0.78  -0.46
H  -2.39  0.19  3.06
H  0.26  -0.23  1.18

Atomic partial charges in e from the Mulliken method, atoms 1 to 4: -0.57, -0.15, -0.77, -0.76

*R*
Formula: C3H9NS
Source: the Open Molecules 2025 dataset
Level of theory: wB97M-V/def2-TZVPD

Computed properties:
- charge = 0
- HOMO (eV) = -8.17
- Kohn-Sham gap (eV) = 8.83
- SMILES = C=S(C)(C)=N

Positions of all 14 atoms, in Å:
S  0.14  -0.43  -0.34
N  1.41  -1.18  -0.34
C  -0.51  -0.35  1.41
C  0.48  1.55  -0.46
C  -1.00  -1.19  -1.23
H  -0.43  1.83  -0.04
H  -0.42  -1.46  1.71
H  0.02  0.23  2.21
H  1.24  1.55  0.32
H  2.27  -0.50  -0.13
H  -2.00  -0.81  -1.04
H  -0.59  -1.10  -2.15
H  1.04  2.01  -1.18
H  -1.63  -0.14  1.26

Atomic partial charges in e from the Mulliken method, atoms 1 to 4: 0.66, -0.62, -0.95, -1.11

*S*
Formula: C3H9NS
Source: the Open Molecules 2025 dataset
Level of theory: wB97M-V/def2-TZVPD

Computed properties:
- charge = 0
- HOMO (eV) = -9.02
- Kohn-Sham gap (eV) = 9.63
- SMILES = C[C@H](N)CS

Positions of all 14 atoms, in Å:
S  -2.27  -1.34  0.20
N  -0.50  1.45  -0.29
C  1.79  0.30  -0.09
C  -0.34  -0.87  0.57
C  0.24  0.16  -0.34
H  -0.46  -0.73  1.65
H  0.14  -0.12  -1.47
H  -3.29  -1.43  1.12
H  2.07  0.42  1.01
H  2.48  -0.52  -0.55
H  -1.43  1.42  -0.12
H  1.95  1.30  -0.70
H  -0.43  1.80  -1.24
H  0.04  -1.84  0.25

Atomic partial charges in e from the Mulliken method, atoms 1 to 4: -0.33, -0.71, -1.03, -0.81

*P* is the most stable structure; the next one sits 84.1 kJ/mol above it.

*P*
Formula: C3H10N2O
Source: the Open Molecules 2025 dataset
Level of theory: wB97M-V/def2-TZVPD

Computed properties:
- charge = -1
- HOMO (spin up / spin down) (eV) = 1.17 / -5.27
- Kohn-Sham gap (spin up / spin down) (eV) = 2.23 / 8.70
- multiplicity = 2
- expectation value of S² = 0.75

Positions of all 16 atoms, in Å:
O  2.50  4.79  -0.63
N  -0.57  -1.39  -0.15
N  1.30  -0.13  -1.06
C  -1.83  -1.87  0.37
C  -1.74  -2.20  1.90
C  0.09  -0.19  -0.58
H  -2.59  -2.75  2.32
H  -0.42  0.78  -0.71
H  1.89  5.49  -0.32
H  -0.95  -2.95  2.10
H  -1.51  -1.29  2.52
H  0.27  -2.01  -0.27
H  -1.86  -2.98  -0.04
H  1.63  0.76  -0.70
H  2.05  4.25  -1.32
H  -2.72  -1.43  -0.13

Atomic partial charges in e from the Mulliken method, atoms 1 to 4: -1.77, 0.58, -0.50, -0.84

*Q*
Formula: C3H10N2O
Source: the Open Molecules 2025 dataset
Level of theory: wB97M-V/def2-TZVPD

Computed properties:
- charge = -1
- HOMO (spin up / spin down) (eV) = 1.15 / -5.54
- Kohn-Sham gap (spin up / spin down) (eV) = 2.41 / 9.06
- multiplicity = 2
- expectation value of S² = 0.75

Positions of all 16 atoms, in Å:
O  -1.79  -1.08  -1.10
N  3.40  1.57  -0.91
N  3.42  0.41  1.24
C  -2.17  -0.57  0.17
C  -3.53  -1.12  0.58
C  3.14  0.60  0.01
H  3.75  1.35  -1.84
H  2.68  -0.31  -0.37
H  3.72  2.49  -0.60
H  -3.39  -1.94  1.28
H  -1.41  -0.90  0.89
H  4.00  1.16  1.64
H  -1.30  -0.46  -1.64
H  -4.17  -0.33  0.96
H  -2.28  0.50  0.02
H  -4.08  -1.36  -0.33

Atomic partial charges in e from the Mulliken method, atoms 1 to 4: -0.30, -1.95, -0.48, -0.70

*R*
Formula: C3H10N2O
Source: the Open Molecules 2025 dataset
Level of theory: wB97M-V/def2-TZVPD

Computed properties:
- charge = -1
- HOMO (spin up / spin down) (eV) = -1.60 / -3.37
- Kohn-Sham gap (spin up / spin down) (eV) = 5.63 / 7.29
- multiplicity = 2
- expectation value of S² = 0.75

Positions of all 16 atoms, in Å:
O  -3.29  1.56  -0.67
N  0.96  -0.49  0.32
N  -1.26  0.05  -1.10
C  1.03  0.28  1.42
C  2.13  -1.23  -0.12
C  -2.24  1.17  -0.09
H  0.28  1.06  1.48
H  2.14  -1.33  -1.21
H  -1.84  -0.78  -1.23
H  3.02  -0.76  0.29
H  0.15  -0.39  -0.42
H  1.76  0.22  2.21
H  2.07  -2.26  0.30
H  -1.47  1.96  0.08
H  -1.22  0.50  -2.01
H  -2.22  0.45  0.76

Atomic partial charges in e from the Mulliken method, atoms 1 to 4: -0.74, -0.03, -0.96, -0.78

*Q* is the most stable structure; the next one sits 15.9 kJ/mol above it.